ORCA calculation (ωB97M-V/def2-TZVPD) on a 9-piece molecular cluster, C31H54F3NO15S5 overall in a non-equilibrium geometry.

XYZ file:
```
109
C31H54F3NO15S5 ωB97M-V/def2-TZVPD
N -0.356 -4.152 -0.630
H -1.053 -3.611 -1.121
H 0.169 -4.575 -1.382
H -0.775 -4.878 -0.067
H 0.029 -3.397 -0.080
C 1.284 -0.462 2.347
F 1.388 0.719 2.945
F 2.505 -1.003 2.281
F 0.402 -1.180 3.075
S 0.648 -0.332 0.528
O 1.644 0.326 -0.320
O 0.389 -1.700 0.006
O -0.624 0.352 0.660
O 5.551 2.455 -1.114
S 6.069 1.486 -0.146
O 7.469 1.133 -0.152
O 5.638 2.017 1.351
C 4.285 2.355 1.540
C 3.995 2.562 2.999
C 5.005 -0.106 -0.283
H 3.610 1.606 1.126
H 3.938 3.190 0.931
H 4.283 1.758 3.677
H 2.931 2.788 3.068
H 4.638 3.373 3.342
H 5.460 -0.796 -0.994
H 4.071 0.234 -0.731
H 4.907 -0.621 0.672
O 0.185 3.876 -3.401
S 0.806 4.327 -2.151
O 1.243 5.716 -1.901
O -0.316 3.976 -0.959
C -0.155 4.570 0.315
C 0.363 3.574 1.365
C 2.094 3.105 -1.724
H -1.099 5.031 0.607
H 0.567 5.385 0.357
H 0.581 4.121 2.283
H 1.195 2.962 1.019
H -0.395 2.826 1.599
H 2.524 3.324 -0.746
H 2.900 3.084 -2.458
H 1.628 2.122 -1.661
O 4.343 -0.470 -3.543
S 3.139 -1.256 -3.847
O 1.845 -0.658 -4.057
O 3.535 -2.294 -5.114
C 2.888 -2.022 -6.358
C 3.043 -3.236 -7.320
C 2.929 -2.545 -2.491
H 3.355 -1.159 -6.833
H 1.817 -1.960 -6.165
H 4.073 -3.380 -7.645
H 2.398 -3.219 -8.199
H 2.762 -4.160 -6.816
H 2.031 -3.113 -2.733
H 2.673 -1.969 -1.602
H 3.835 -3.142 -2.382
O -1.822 -3.509 -2.835
S -2.741 -2.739 -3.730
O -4.153 -3.085 -3.800
O -2.590 -1.144 -3.325
C -1.290 -0.602 -3.357
C -1.484 0.876 -2.886
C -2.056 -2.548 -5.464
H -0.876 -0.567 -4.364
H -0.568 -1.160 -2.761
H -2.251 1.346 -3.502
H -0.593 1.494 -2.990
H -1.752 0.907 -1.830
H -2.357 -1.615 -5.941
H -2.464 -3.434 -5.952
H -0.992 -2.680 -5.268
C -5.721 2.397 2.881
C -4.347 2.697 2.967
C -3.472 2.047 2.071
C -3.980 1.338 1.078
C -5.331 1.126 0.916
C -6.205 1.538 1.930
H -6.412 2.833 3.588
H -3.892 3.326 3.718
H -2.406 2.219 2.108
H -3.247 0.953 0.384
H -5.744 0.634 0.048
H -7.266 1.346 1.876
C -3.546 -2.264 0.291
C -4.024 -3.560 -0.056
C -3.646 -4.639 0.688
C -2.770 -4.407 1.765
C -2.156 -3.191 2.002
C -2.667 -2.101 1.282
H -3.952 -1.450 -0.292
H -4.803 -3.582 -0.804
H -4.173 -5.568 0.528
H -2.597 -5.219 2.456
H -1.564 -2.984 2.881
H -2.287 -1.129 1.557
C -0.650 0.950 5.409
C 0.058 0.116 6.221
C -0.159 0.255 7.610
C -0.947 1.221 8.156
C -1.710 2.024 7.301
C -1.536 1.887 5.920
H -0.673 0.919 4.329
H 0.717 -0.605 5.761
H 0.376 -0.333 8.341
H -1.050 1.454 9.205
H -2.395 2.765 7.686
H -2.118 2.489 5.238
```

Calculated values
**Electronic energy**: -4687.3849 a.u.
**Gap between HOMO and LUMO**: 8.4 eV
**Largest force on an atom**: 0.0741 hartree/bohr